[1]
Entry from the Open Molecules 2025 dataset: a cluster of 2 separate species, C7H11F2N2 in total at a distorted geometry (wB97M-V/def2-TZVPD).

## Properties
electronic energy = -582.13710 hartree
E_HOMO (spin up / spin down) = -12.2 / -12.2 eV
net charge = +1
frontier orbital gap (spin up / spin down) = 6.5 / 6.5 eV

Cartesian coordinates (Å):
C: 1.5357 -0.2960 0.1677
C: -4.6878 0.5914 -0.5218
C: -3.7664 0.2966 0.3873
C: 3.7800 -0.8072 0.0242
C: 3.6015 0.7008 -0.0211
C: -2.2750 0.6048 0.2523
C: -1.7501 -0.7849 0.0871
N: 2.3754 -1.3029 0.0262
N: 2.1540 0.8867 0.2025
F: -1.6888 -1.6906 0.9685
F: -1.8683 -1.1735 -1.1777
H: -5.6875 0.4978 -0.3541
H: -4.4637 1.1583 -1.5214
H: -3.8680 -0.0646 1.4008
H: 4.1611 -1.3409 -0.7856
H: 4.4134 -1.2221 0.8004
H: 4.3012 1.0332 0.8138
H: 3.7987 1.1030 -0.9205
H: -1.9789 1.2337 -0.5948
H: -1.7330 1.0390 1.0085
H: 2.0034 -2.1483 -0.2776
H: 1.6431 1.6858 0.0353

=====

[2]
Entry from the Open Molecules 2025 dataset: the ion C7H11FNO with charge +1 at a distorted geometry (wB97M-V/def2-TZVPD).

## Properties
electronic energy = -502.75621 hartree
E_HOMO (spin up / spin down) = -13.3 / -13.3 eV
net charge = +1
frontier orbital gap (spin up / spin down) = 6.5 / 6.5 eV

Cartesian coordinates (Å):
C: 1.3599 0.9791 0.9264
C: 1.8257 -0.3964 0.6331
C: -1.0115 0.0403 -1.6316
C: 0.0629 1.4167 0.9390
C: -1.1931 0.6445 0.8063
C: -1.7173 0.8748 -0.6758
C: 1.2844 -2.6503 0.0097
N: 0.9309 -1.3183 0.4174
O: -1.7402 2.2036 -1.0507
F: 0.0423 0.4051 -2.3120
H: 2.2515 1.7322 1.1238
H: 2.9931 -0.4034 0.6039
H: -1.3266 -0.9800 -1.8598
H: 0.0279 2.4567 1.0433
H: -1.1400 -0.3552 0.9109
H: -1.8796 0.9868 1.5362
H: -2.7527 0.3570 -0.5658
H: 2.1483 -3.0700 0.5851
H: 1.4533 -2.5264 -1.1072
H: 0.3091 -3.2167 0.0421
H: -1.9283 2.8199 -0.3743

=====

[3]
Entry from the Open Molecules 2025 dataset: a structure of composition C7H11I2N2O2 at a distorted geometry (wB97M-V/def2-TZVPD).

## Properties
electronic energy = -1128.30637 hartree
E_HOMO (spin up / spin down) = -12.2 / -12.2 eV
net charge = +1
frontier orbital gap (spin up / spin down) = 7.5 / 7.5 eV

Cartesian coordinates (Å):
C: 0.0657 1.7362 0.0279
C: -1.6209 0.8406 1.6765
C: -0.1207 0.8172 1.2548
C: 0.5908 -0.2100 -0.7785
C: 3.4515 -0.2494 -2.0970
C: -3.6585 -0.2828 1.5497
C: 3.0034 0.0516 -0.7320
N: 0.3049 1.0333 -1.0352
N: 0.3692 -0.4497 0.7740
O: -2.0713 1.7703 2.2702
O: -2.2976 -0.1823 1.1375
I: 3.4400 -1.6057 0.6340
I: 3.2114 1.9340 0.2447
H: -0.0939 2.7397 0.2038
H: 0.5397 1.0960 2.1803
H: 0.4861 -0.8675 -1.6023
H: 4.3134 0.2548 -2.3102
H: 2.5249 -0.0168 -2.6692
H: 3.6000 -1.3001 -2.2846
H: -4.1067 0.6173 1.0387
H: -3.8435 -0.3375 2.5779
H: -3.9808 -1.1841 1.2632
H: 1.2186 -0.8308 1.3161
H: -0.2416 -1.1978 0.8529

=====

[4]
Entry from the Open Molecules 2025 dataset: a structure of composition C7H11N at a distorted geometry (wB97M-V/def2-TZVPD).

## Properties
electronic energy = -327.86142 hartree
E_HOMO = -7.1 eV
net charge = 0
frontier orbital gap = 6.0 eV

Cartesian coordinates (Å):
C: 0.8457 1.8000 -1.3880
C: -0.4291 0.9344 -1.3945
C: -0.4273 -0.0681 -0.3170
C: -0.9382 0.2202 1.0785
N: -0.6268 1.5163 1.4483
C: 0.0022 -0.9230 1.3926
C: 0.2530 -1.2612 0.0760
C: 0.9280 -2.4887 -0.4191
H: 0.8813 2.3095 -0.4269
H: 0.9113 2.5066 -2.2103
H: 1.6969 1.1185 -1.3548
H: -1.3303 1.5461 -1.3273
H: -0.4887 0.5007 -2.3903
H: -1.9251 -0.2306 1.3091
H: 0.0240 1.4412 2.2377
H: -0.2020 -1.5827 2.2397
H: 0.2417 -3.2635 -0.7680
H: 1.5008 -2.8907 0.4004
H: 1.6004 -2.2685 -1.2475

=====

[5]
Entry from the Open Molecules 2025 dataset: the molecule C7H11N at a distorted geometry (wB97M-V/def2-TZVPD).

## Properties
electronic energy = -327.92720 hartree
SMILES = [H]/N=C(\C)[C@]1(C)CC1=C
E_HOMO = -7.6 eV
net charge = 0
frontier orbital gap = 8.6 eV

Cartesian coordinates (Å):
H: -0.7047 -2.4156 1.0052
N: -0.8053 -1.5405 0.4834
C: 0.3395 -0.9543 0.2272
C: 1.6358 -1.7234 0.1968
C: 0.2836 0.4559 0.0089
C: 1.2875 1.2456 -0.7725
C: -0.6898 1.2782 0.8909
C: -1.5845 0.6079 0.0360
C: -2.7016 0.4502 -0.6173
H: 2.5379 -1.1795 -0.0869
H: 1.8611 -2.1712 1.1678
H: 1.6046 -2.5565 -0.5121
H: 1.9486 0.6006 -1.3540
H: 1.9134 1.8604 -0.1116
H: 0.8015 1.9227 -1.4842
H: -0.7141 1.0320 1.9510
H: -0.6225 2.3495 0.6997
H: -3.5214 1.1514 -0.4772
H: -2.8695 -0.4135 -1.2511

=====

[6]
Entry from the Open Molecules 2025 dataset: the molecule C7H11N at a distorted geometry (wB97M-V/def2-TZVPD).

## Properties
electronic energy = -327.91585 hartree
SMILES = C1=C\CCNC\C=C/1
E_HOMO = -8.4 eV
net charge = 0
frontier orbital gap = 9.0 eV

Cartesian coordinates (Å):
C: 1.3720 1.2300 0.0786
C: 2.0784 0.0287 0.0643
C: 1.4915 -1.3900 -0.0068
C: 0.0340 -0.9201 -0.1265
N: -1.2951 -1.4332 -0.0202
C: -2.0288 -0.1768 0.2306
C: -1.3497 1.2120 -0.1243
C: -0.0322 1.6146 -0.1294
H: 1.9890 2.1323 0.2159
H: 3.1479 0.0711 0.1043
H: 1.8395 -1.9516 -0.8795
H: 1.6676 -1.8569 0.9984
H: 0.0592 -0.3021 0.7719
H: 0.1143 -0.2261 -0.9849
H: -1.6878 -1.8394 -0.8406
H: -2.0675 -0.1099 1.3396
H: -3.1461 -0.2230 -0.1215
H: -2.1202 2.0340 -0.2071
H: -0.1218 2.7142 -0.1738

=====

[7]
Entry from the Open Molecules 2025 dataset: a cluster of 2 separate species, C7H11N in total at a distorted geometry (wB97M-V/def2-TZVPD).

## Properties
electronic energy = -327.83607 hartree
SMILES = C=CC1CC1.C1=CN1
E_HOMO = -8.2 eV
net charge = 0
frontier orbital gap = 9.3 eV

Cartesian coordinates (Å):
C: 0.1553 1.9785 -0.9308
C: -0.3730 0.7765 -0.6843
C: -1.6116 0.3509 0.0648
C: -2.3679 -0.7035 -0.6572
C: -1.5871 -1.0300 0.5822
H: -0.0953 2.7490 -0.2896
H: 0.8986 2.1975 -1.7199
H: 0.0296 0.1136 -1.3665
H: -1.9867 1.2549 0.5827
H: -2.0234 -1.2483 -1.4394
H: -3.3908 -0.7261 -0.7344
H: -2.1873 -1.1956 1.4340
H: -0.6336 -1.5857 0.5522
C: 2.4480 -1.2716 0.8197
C: 2.0061 -0.1062 1.0906
N: 2.9782 -0.1626 -0.0620
H: 2.3603 -2.3257 0.7206
H: 1.5861 0.6018 1.7694
H: 3.7944 0.3325 0.2682

=====

[8]
Entry from the Open Molecules 2025 dataset: the molecule C7H11N at a distorted geometry (wB97M-V/def2-TZVPD).

## Properties
electronic energy = -327.91699 hartree
SMILES = [H]/N=C(/C)C(=C)C(=C)C
E_HOMO = -7.7 eV
net charge = 0
frontier orbital gap = 8.4 eV

Cartesian coordinates (Å):
H: -2.3357 0.0599 0.1942
N: -1.8244 -0.1091 1.0506
C: -0.5769 -0.1583 1.0400
C: 0.2607 -0.4253 2.2519
C: 0.4962 -0.7353 -0.3704
C: 1.0333 -1.8914 -0.6777
C: 0.2776 0.5796 -0.8228
C: 0.4902 1.6715 -0.0025
C: -0.6048 0.7181 -2.0339
H: 0.3219 -1.5051 2.4091
H: 1.2750 -0.0576 2.1290
H: -0.2023 0.0216 3.1297
H: 0.8475 -2.7798 -0.0846
H: 1.6646 -2.0065 -1.5549
H: 0.0678 2.6271 -0.2749
H: 1.2876 1.7035 0.7243
H: -0.1510 1.4101 -2.7460
H: -1.5967 1.0940 -1.7794
H: -0.7306 -0.2171 -2.5815

=====

So what do the calculations give for energy relative to the best compared isomer or geometry (same formula, charge and spin)? Going down the list: 85.4, 69.2, 11.8, 142.2, 100.9, 108.0, 158.1, 107.3 kcal/mol.